Record 1
Molecular formula: C50H90CuO30
Method: DFT, wB97M-V/def2-TZVPD

## Properties
* HOMO-LUMO gap (alpha / beta): 9.858 / 9.159 eV
* multiplicity: 2
* total charge: 0
* <S²>: 0.752

Atoms and positions in Å:
Cu: 2.44668 0.13860 0.36837
C: -1.63285 -1.08604 -0.24553
C: -0.16804 -1.14246 0.17520
O: 0.30593 -2.24465 0.65040
O: 0.47124 -0.03427 0.14760
H: -1.68074 -0.66833 -1.29183
H: -2.06448 -0.33086 0.40039
H: -2.19618 -2.00824 -0.28161
C: 5.71976 -0.82973 2.31261
C: 4.38580 -0.52638 1.64620
O: 3.31632 -1.11800 1.97140
O: 4.32489 0.34718 0.74343
H: 5.75674 -1.93803 2.45196
H: 5.79551 -0.42773 3.34935
H: 6.56441 -0.56512 1.70771
C: -4.87641 4.69706 0.00586
O: -4.55112 4.10038 1.24118
H: -6.01181 4.82655 -0.13482
H: -4.37155 5.67983 -0.17537
H: -4.54625 4.08957 -0.86040
H: -3.69948 3.71289 1.15948
C: -0.54420 -5.04785 -0.62948
O: -0.69454 -4.63322 0.69636
H: 0.33695 -4.58507 -1.12141
H: -0.37902 -6.14775 -0.61031
H: -1.38507 -4.76015 -1.26257
H: -0.46481 -3.64361 0.76287
C: -3.42289 -6.23189 1.86761
O: -2.58260 -5.34298 2.56004
H: -4.08373 -5.70923 1.17121
H: -2.81872 -6.89078 1.29597
H: -4.03745 -6.84061 2.49788
H: -1.86124 -5.02763 1.98777
C: -5.65203 1.03915 -1.01252
O: -4.30170 0.77092 -0.76174
H: -5.79757 2.11904 -0.86270
H: -5.86116 0.77613 -2.02761
H: -6.33576 0.40108 -0.40820
H: -4.21870 0.80778 0.17245
C: -5.15021 -3.53391 -1.34708
O: -4.46539 -2.36010 -1.82492
H: -4.52776 -3.97640 -0.56708
H: -6.13995 -3.26114 -0.88502
H: -5.25357 -4.21096 -2.21309
H: -4.17951 -1.86414 -1.05644
C: -4.03361 -0.54868 -4.32173
O: -2.80286 -0.88890 -3.65556
H: -3.96924 0.51047 -4.58365
H: -4.15168 -1.21721 -5.18252
H: -4.90343 -0.71761 -3.58955
H: -2.91355 -1.72095 -3.18631
O: -1.54231 5.63380 -1.96061
C: -1.60419 4.56068 -2.48427
O: -2.46724 3.63259 -1.97438
C: -1.95751 2.29073 -2.21665
C: -1.35562 2.49489 -3.62205
C: -0.84096 3.95374 -3.64609
H: -2.81692 1.68209 -2.25260
H: -1.25345 2.00893 -1.49275
H: -1.93118 2.30593 -4.50475
H: -0.47326 1.87862 -3.74165
H: -1.03757 4.53007 -4.56636
H: 0.18372 3.95583 -3.43035
O: 2.65534 -1.41247 -1.39043
C: 2.05305 -1.29605 -2.46026
O: 1.68386 -2.38848 -3.12111
C: 0.72344 -2.05849 -4.12358
C: 1.04731 -0.57051 -4.52779
C: 1.65233 -0.08303 -3.25276
H: -0.27999 -2.14862 -3.73550
H: 0.78457 -2.72351 -4.93417
H: 0.05546 -0.07103 -4.62458
H: 1.68249 -0.53341 -5.39106
H: 0.97461 0.50875 -2.58716
H: 2.59596 0.51203 -3.40613
O: 4.28863 -1.48519 -4.30837
C: 4.66349 -2.42779 -3.66496
O: 4.46165 -3.62163 -4.10833
C: 4.64665 -4.53463 -3.04282
C: 5.60522 -3.80291 -2.00174
C: 5.40942 -2.35009 -2.36373
H: 5.14367 -5.45446 -3.41091
H: 3.64400 -4.83838 -2.63930
H: 6.58883 -4.16113 -2.27042
H: 5.30953 -4.08641 -0.96389
H: 6.29818 -1.74369 -2.47472
H: 4.73128 -1.86424 -1.67009
O: 2.08230 1.51343 2.67698
C: 1.75625 0.75181 3.53273
O: 2.52834 0.53714 4.62347
C: 1.83561 -0.30541 5.55985
C: 0.56647 -0.86937 4.91457
C: 0.52856 -0.12041 3.56655
H: 1.72965 0.27527 6.51495
H: 2.55728 -1.10437 5.74690
H: -0.28541 -0.68122 5.52195
H: 0.73712 -1.92834 4.85407
H: -0.37373 0.57246 3.55299
H: 0.64089 -0.77298 2.69080
O: -4.94033 -1.82523 1.23912
C: -4.58207 -2.35169 2.24511
O: -5.38266 -3.19255 2.94396
C: -4.64810 -3.76159 4.08796
C: -3.41011 -2.83498 4.30483
C: -3.26175 -2.20241 2.95775
H: -4.40835 -4.72333 3.72487
H: -5.32690 -3.80713 4.92057
H: -2.54938 -3.47423 4.63554
H: -3.66215 -2.05751 5.09827
H: -2.52211 -2.81085 2.38416
H: -2.90836 -1.14211 3.06397
O: 4.69181 -3.66872 0.96129
C: 3.97187 -3.78640 1.93542
O: 4.31027 -3.52369 3.16001
C: 3.11758 -3.63570 4.00139
C: 1.88772 -3.76644 3.05796
C: 2.58732 -4.24787 1.76499
H: 3.17322 -2.85380 4.73373
H: 3.32098 -4.57051 4.67085
H: 1.30597 -2.86201 3.00715
H: 1.18336 -4.48166 3.46773
H: 2.16316 -3.80033 0.85512
H: 2.53876 -5.30634 1.73161
O: -3.81231 1.05550 2.00635
C: -4.27993 1.66996 2.91504
O: -3.63364 2.69512 3.57453
C: -4.60156 3.43656 4.34414
C: -5.71283 2.51975 4.72096
C: -5.61377 1.42244 3.65374
H: -4.91448 4.30712 3.78962
H: -4.10478 3.83255 5.20186
H: -6.64640 3.04122 4.78610
H: -5.55882 2.04761 5.64489
H: -6.32712 1.47664 2.87687
H: -5.50043 0.43979 4.05014
O: 2.27503 1.90473 -0.60259
C: 2.81764 2.99315 -0.50283
O: 2.33423 3.99191 -1.29848
C: 3.00405 5.25967 -1.09385
C: 4.09771 5.02688 -0.03325
C: 3.88569 3.50246 0.44951
H: 2.15387 5.87080 -0.80141
H: 3.34428 5.60306 -2.05540
H: 3.93793 5.77923 0.78916
H: 5.11676 5.05122 -0.46657
H: 3.34252 3.53100 1.40664
H: 4.76824 2.92464 0.50865
O: 2.01991 4.82255 2.63268
C: 0.87827 4.73360 2.35662
O: 0.14279 5.89542 2.19441
C: -1.13975 5.53396 1.51553
C: -0.83213 4.18529 0.87544
C: 0.10669 3.54439 1.91469
H: -1.36125 6.26325 0.76298
H: -1.93775 5.48758 2.30039
H: -0.34002 4.42547 -0.09591
H: -1.73394 3.57435 0.69318
H: 0.77995 2.83370 1.53199
H: -0.51062 3.05172 2.72064
O: 5.07321 3.68369 -3.27165
C: 5.40224 3.09387 -4.27576
O: 6.58147 2.45712 -4.41011
C: 6.53735 1.84426 -5.70013
C: 5.55231 2.61121 -6.60352
C: 4.53993 2.97445 -5.53267
H: 6.26524 0.80888 -5.55241
H: 7.58585 1.88727 -6.08218
H: 5.07511 2.00558 -7.40899
H: 6.01431 3.48130 -7.00054
H: 3.93675 2.12916 -5.27328
H: 4.02326 3.87933 -5.74230

=====

Record 2
Molecular formula: C50H94N10O2
Method: DFT, wB97M-V/def2-TZVPD

## Properties
* HOMO-LUMO gap: 9.134 eV
* total charge: 0

Atoms and positions in Å:
C: 0.14041 -0.62991 6.60743
C: -0.86757 -0.24228 5.57891
C: -0.35408 1.02808 4.85719
C: -1.00166 -1.40371 4.52129
C: -1.76039 -2.58754 5.13542
C: -3.19821 -2.01223 5.34434
C: -3.19921 -0.91978 6.40374
C: -4.55200 -0.16515 6.42250
C: -2.93545 -1.53636 7.77503
N: -2.23386 0.09103 6.01954
O: -2.25869 1.10131 6.98267
H: 1.11881 -0.49185 6.16270
H: 0.22192 0.09679 7.43162
H: 0.05578 -1.62373 7.09491
H: -0.11644 1.79316 5.60409
H: 0.49806 0.81416 4.20682
H: -1.14537 1.44373 4.27506
H: -1.67169 -0.84689 3.80650
H: -0.05885 -1.55396 4.10803
H: -1.81944 -3.35388 4.37639
H: -1.29169 -2.97589 6.05421
H: -3.95623 -2.81588 5.55636
H: -3.46736 -1.50755 4.40673
H: -4.73324 0.30719 5.45163
H: -4.60348 0.45181 7.33470
H: -5.23000 -0.99713 6.57699
H: -2.29546 -2.42529 7.80334
H: -3.95148 -1.78403 7.99544
H: -2.58852 -0.90192 8.54942
H: -1.79414 0.87318 7.79247
C: -2.12566 -0.84364 -8.07216
C: -1.30932 -1.88816 -7.31558
C: -2.23763 -3.03182 -6.89725
C: -0.25532 -2.45986 -8.24214
C: 0.87545 -3.22409 -7.60560
C: 1.49099 -2.28515 -6.57157
C: 0.53618 -1.88546 -5.49112
C: 0.12768 -3.03043 -4.55754
C: 1.29397 -0.93489 -4.58145
N: -0.58379 -1.22224 -6.15635
O: -1.54598 -0.86889 -5.12257
H: -1.60494 0.01639 -8.49501
H: -2.80996 -1.29582 -8.77017
H: -2.78677 -0.42397 -7.29363
H: -1.71384 -4.00688 -6.75341
H: -2.84280 -2.83914 -6.02634
H: -2.90947 -3.14852 -7.72130
H: -0.64354 -3.00573 -9.12878
H: 0.18513 -1.58437 -8.78072
H: 0.57957 -4.23252 -7.19671
H: 1.58077 -3.47097 -8.36431
H: 1.89128 -1.42421 -7.11909
H: 2.36095 -2.69850 -6.07299
H: 1.04110 -3.50895 -4.19163
H: -0.46961 -3.86384 -5.00967
H: -0.45386 -2.71968 -3.72820
H: 0.51124 -0.46128 -3.97408
H: 1.86849 -0.13411 -5.01081
H: 2.03694 -1.46266 -3.96674
H: -1.77900 0.06961 -5.30778
C: 2.04133 3.74437 -5.21400
C: 2.33749 2.40663 -5.88728
C: 1.25983 2.05222 -6.94761
C: -0.03213 1.98508 -6.25710
N: -1.05428 2.06866 -5.73330
H: 1.06041 3.89079 -4.77122
H: 2.09133 4.57539 -5.92007
H: 2.82456 3.90719 -4.45715
H: 2.42391 1.65878 -5.10430
H: 3.31098 2.44356 -6.38183
H: 1.50068 1.14519 -7.58311
H: 1.25867 2.89822 -7.66731
C: -5.40572 -1.45957 2.07345
C: -4.92736 -0.54703 0.91271
C: -3.53200 0.15673 1.16466
C: -2.54488 -0.96481 1.29280
N: -1.81233 -1.84665 1.36354
H: -4.82576 -2.38702 2.11472
H: -6.45532 -1.69824 1.92499
H: -5.44896 -1.03633 3.10512
H: -5.65240 0.21832 0.65784
H: -4.84833 -1.20939 0.03503
H: -3.53756 0.73811 2.10288
H: -3.23050 0.73961 0.26699
C: -4.98444 0.16947 -3.70668
C: -3.71230 0.40474 -2.85206
C: -3.28814 1.81994 -2.66122
C: -4.20278 2.53012 -1.72623
N: -4.97704 2.81502 -0.93296
H: -5.10273 -0.89929 -3.81075
H: -5.03746 0.59222 -4.72490
H: -5.87037 0.56248 -3.23789
H: -2.86159 -0.04713 -3.34457
H: -3.76154 -0.15584 -1.97153
H: -3.27854 2.44613 -3.54572
H: -2.30441 1.89160 -2.18196
C: 6.39398 -1.62185 3.07540
C: 6.29569 -0.48271 4.02967
C: 4.85406 -0.13756 4.35638
C: 4.01198 0.20438 3.19341
N: 3.41937 0.29765 2.21557
H: 5.96717 -1.37583 2.13270
H: 5.90670 -2.52199 3.48078
H: 7.49182 -1.71834 2.91718
H: 6.79316 0.41580 3.61072
H: 6.79488 -0.65787 4.98412
H: 4.88697 0.74006 5.05424
H: 4.33641 -1.00969 4.81884
C: -1.85755 5.17458 5.27516
C: -0.56503 5.69082 4.64000
C: 0.61575 4.80195 5.05437
C: 1.92830 5.41073 4.67212
N: 2.85153 6.05903 4.43615
H: -2.71132 5.91591 5.22059
H: -1.71089 4.94738 6.35341
H: -2.23353 4.27475 4.80726
H: -0.39831 6.67459 5.01541
H: -0.65222 5.69144 3.55330
H: 0.48253 3.88094 4.55772
H: 0.58131 4.64977 6.12604
C: 5.09514 2.12761 -1.13294
C: 6.14805 0.95728 -0.98399
C: 5.51069 -0.34167 -0.41184
C: 4.70330 -0.99085 -1.42721
N: 4.07953 -1.65255 -2.13559
H: 4.47669 1.86255 -1.99161
H: 5.61747 3.08953 -1.33818
H: 4.36788 2.19966 -0.28138
H: 6.90980 1.27963 -0.33075
H: 6.55502 0.80818 -1.98498
H: 4.88907 -0.02926 0.42476
H: 6.19509 -1.14834 -0.13926
C: 0.82695 1.38493 -1.26718
C: -0.23645 1.08086 -0.19649
C: 0.22860 1.28550 1.23220
C: 0.51426 2.70977 1.44598
N: 0.75412 3.77643 1.75076
H: 0.32962 1.43761 -2.26096
H: 1.52493 0.54358 -1.40658
H: 1.34913 2.33285 -1.03967
H: -0.56058 0.02935 -0.31798
H: -1.07908 1.72053 -0.36131
H: 1.18519 0.74039 1.42014
H: -0.37795 0.87104 2.08701
C: 1.01106 -2.61876 -0.70910
C: 1.90103 -2.37815 0.49810
C: 1.44197 -3.04644 1.79415
C: 2.26057 -2.75909 2.97003
N: 2.91631 -2.66880 3.93542
H: 0.03387 -2.12912 -0.62871
H: 0.98964 -3.67518 -0.91163
H: 1.48598 -2.19941 -1.61295
H: 2.06754 -1.30977 0.61560
H: 2.91985 -2.77734 0.28892
H: 1.30587 -4.12544 1.64945
H: 0.49807 -2.65593 2.07260

=====

Record 3
Molecular formula: C50H95BrF4I2N10O10
Method: DFT, wB97M-V/def2-TZVPD

## Properties
* HOMO-LUMO gap: 8.138 eV
* total charge: 0

Atoms and positions in Å:
C: -5.18693 6.07603 1.18094
C: -5.77303 5.98768 -0.37487
C: -6.51414 4.54948 -0.69844
C: -6.48447 4.13728 -2.30173
C: -5.27860 3.03363 -2.65188
C: -5.65208 2.06700 -3.92610
C: -4.99238 0.56567 -3.87149
C: -3.73298 0.40583 -4.96056
C: -2.37127 -0.12838 -4.15390
C: -2.04286 1.01081 -3.02269
C: -0.58223 0.69528 -2.28620
C: -0.76106 -0.35129 -0.99254
C: 0.06952 0.14211 0.32053
C: -0.79799 0.80386 1.53670
C: -1.18339 -0.42506 2.55534
C: -2.54336 -1.25309 2.17324
C: -3.87935 -0.83585 3.03366
F: -4.88121 0.19069 2.56852
C: -4.22707 -1.49995 4.35414
F: -5.51051 -1.11221 5.05024
F: -3.38364 -2.55127 4.97518
N: -2.05414 1.33968 0.88486
C: -1.83201 2.66100 0.18490
O: -2.56537 3.24234 -0.76686
C: -0.45409 3.17544 0.96272
N: -0.81789 4.60646 1.28731
F: 0.52191 3.37259 -0.17006
C: -0.01972 2.14468 2.17980
C: -0.57649 2.69211 3.65436
C: -2.19422 2.77070 3.79102
O: -3.05569 3.46693 3.05034
Br: -3.02282 1.72363 5.33366
C: 1.56500 1.92047 2.54796
I: 2.46729 -0.05790 3.06853
C: 2.59706 3.03181 2.62505
C: 2.22913 4.59740 2.36562
I: 4.73097 2.62505 3.14253
H: -6.04008 6.34558 1.93912
H: -4.35659 6.91378 1.20953
H: -4.66409 5.06331 1.48696
H: -4.89043 6.18927 -1.14589
H: -6.54538 6.87865 -0.51644
H: -5.94623 3.73481 -0.05919
H: -7.60441 4.61539 -0.25267
H: -6.36350 5.14247 -2.89457
H: -7.53911 3.68132 -2.62448
H: -4.31156 3.70389 -2.84494
H: -5.14205 2.41341 -1.64676
H: -6.83004 1.91453 -3.89326
H: -5.34177 2.53227 -4.97323
H: -4.72175 0.17968 -2.80066
H: -5.82988 -0.17908 -4.28315
H: -3.98764 -0.31161 -5.85059
H: -3.44822 1.50913 -5.31714
H: -1.44299 -0.25519 -4.89312
H: -2.55755 -1.16077 -3.59726
H: -1.94330 2.09968 -3.50217
H: -2.83132 1.02699 -2.12624
H: 0.06592 0.15253 -3.12901
H: 0.00989 1.66645 -2.00812
H: -0.22186 -1.35037 -1.36635
H: -1.87689 -0.65251 -0.81706
H: 0.62290 -0.82591 0.74777
H: 0.95216 0.85289 -0.04404
H: -1.32452 0.00338 3.66086
H: -0.32271 -1.24503 2.66605
H: -2.84478 -1.23367 1.04353
H: -2.33633 -2.40001 2.43333
H: -2.92172 1.40941 1.45801
H: -0.32577 5.28737 0.66398
H: -1.83403 4.81092 1.18005
H: -0.17364 1.89581 4.44641
H: -0.11897 3.71992 3.97148
H: 2.18378 4.76975 1.18589
H: 1.29438 5.00945 2.93364
H: 3.14816 5.26971 2.72509
C: 1.97649 -2.86321 6.66817
O: 2.08830 -1.74361 7.15187
N: 0.79288 -3.44820 6.27168
C: 0.74501 -4.78051 5.70692
C: -0.44276 -2.70843 6.42418
H: 2.85366 -3.51156 6.50828
H: 0.32001 -4.72295 4.70063
H: 0.11091 -5.40967 6.33835
H: 1.74420 -5.22074 5.64993
H: -0.37389 -1.77862 5.85167
H: -0.58193 -2.46184 7.48100
H: -1.29247 -3.29770 6.06859
C: 3.62762 -1.09946 -0.89762
O: 3.16788 -2.00911 -1.57671
N: 4.15576 0.07579 -1.38769
C: 4.68102 1.10530 -0.51562
C: 4.18721 0.28927 -2.81974
H: 3.65275 -1.15858 0.20294
H: 4.11807 2.02874 -0.67961
H: 5.73516 1.26954 -0.75733
H: 4.59481 0.81408 0.53472
H: 3.16531 0.24740 -3.20836
H: 4.77414 -0.50790 -3.28568
H: 4.63158 1.25999 -3.05618
C: 4.07984 -5.38876 2.94630
O: 2.93946 -5.25300 3.37183
N: 4.87920 -4.37446 2.46405
C: 6.22086 -4.61817 1.97739
C: 4.36241 -3.02176 2.44259
H: 4.56994 -6.37584 2.91755
H: 6.92564 -4.03318 2.57540
H: 6.27945 -4.30607 0.93059
H: 6.48064 -5.67767 2.05108
H: 4.10168 -2.72414 3.46264
H: 3.45882 -2.99563 1.82623
H: 5.10563 -2.33044 2.03591
C: 9.66616 -5.55108 0.82680
O: 9.26559 -4.75479 1.66670
N: 9.79488 -5.29386 -0.52138
C: 10.27771 -6.29241 -1.45202
C: 9.43623 -3.98415 -1.02471
H: 9.96570 -6.57582 1.10164
H: 11.18227 -5.91507 -1.93773
H: 9.50579 -6.47673 -2.20487
H: 10.50999 -7.22971 -0.93922
H: 10.05298 -3.23022 -0.52643
H: 8.38507 -3.78902 -0.79222
H: 9.59039 -3.93002 -2.10591
C: -0.45693 8.70071 0.87099
O: -1.47282 8.15507 0.45842
N: 0.07444 8.55068 2.13411
C: 1.28333 9.23291 2.54576
C: -0.59630 7.68384 3.08070
H: 0.13098 9.38088 0.23296
H: 2.03107 8.48684 2.83003
H: 1.05466 9.87011 3.40500
H: 1.68231 9.85083 1.73678
H: -0.64429 6.67279 2.66533
H: -1.61570 8.04899 3.23738
H: -0.06125 7.66521 4.03414
C: 2.72036 1.43491 -6.09296
O: 3.32018 1.52587 -5.02903
N: 1.54659 2.08598 -6.40712
C: 0.89797 1.92488 -7.69151
C: 0.94154 2.95898 -5.42270
H: 3.09329 0.79751 -6.91149
H: 0.83054 2.90197 -8.17863
H: -0.10704 1.52338 -7.53223
H: 1.45979 1.24150 -8.33399
H: 1.65127 3.75081 -5.16509
H: 0.71846 2.37927 -4.52201
H: 0.02111 3.40210 -5.81273
C: -6.42219 -1.70316 -6.96116
O: -6.82276 -0.90686 -6.12127
N: -6.29347 -1.44594 -8.30935
C: -5.81065 -2.44449 -9.23998
C: -6.65212 -0.13622 -8.81268
H: -6.12265 -2.72790 -6.68632
H: -4.90608 -2.06715 -9.72570
H: -6.58256 -2.62881 -9.99283
H: -5.57836 -3.38179 -8.72719
H: -6.03537 0.61771 -8.31439
H: -7.70328 0.05891 -8.58018
H: -6.49796 -0.08210 -9.89387
C: 1.62904 -10.45606 5.82223
O: 2.47500 -10.84133 5.02480
N: 0.75197 -9.41282 5.61554
C: -0.22182 -9.01812 6.61166
C: 0.80477 -8.68742 4.36321
H: 1.50325 -10.93783 6.80581
H: -1.22396 -9.11311 6.18359
H: -0.03892 -7.97663 6.89177
H: -0.15117 -9.64724 7.50310
H: 0.62346 -9.38490 3.53998
H: 1.80243 -8.25422 4.24454
H: 0.05377 -7.89285 4.34479